[1]
Formula: C6Cl2F8
Source: OMol25
Level of theory: the ωB97M-V functional and the def2-TZVPD basis

Each line ends with the Mulliken charge.
CARTESIAN COORDINATES (ANGSTROEM)
F: 2.20 -1.61 0.17  -0.29
C: 0.88 -1.22 0.29  0.88
F: 0.23 -2.21 1.06  -0.27
C: 1.01 -0.02 1.24  -0.19
Cl: 2.21 -0.06 2.51  -0.12
C: 0.06 0.97 1.14  -0.10
Cl: 0.07 2.40 2.21  -0.14
C: -0.88 1.12 0.01  0.84
F: -0.24 2.18 -0.58  -0.26
F: -2.08 1.76 0.36  -0.30
C: -1.10 0.00 -0.97  0.59
F: -1.48 0.56 -2.12  -0.27
F: -2.18 -0.82 -0.67  -0.28
C: 0.23 -0.88 -1.10  0.41
F: -0.09 -1.97 -1.78  -0.26
F: 1.16 -0.19 -1.78  -0.26

- HOMO-LUMO gap (eV) = 10.269
- HOMO energy (eV) = -10.71
- structure (SMILES) = FC1(F)C(Cl)=C(Cl)C(F)(F)C(F)(F)C1(F)F

=====

[2]
Formula: C4H8NO
Source: OMol25
Level of theory: the ωB97M-V functional and the def2-TZVPD basis

Each line ends with the Mulliken charge.
CARTESIAN COORDINATES (ANGSTROEM)
C: -3.51 -0.51 -0.08  -0.67
C: -2.42 0.14 0.13  0.05
C: 3.03 -0.74 0.18  -0.08
C: -1.14 0.44 0.40  0.09
N: 2.52 0.40 -0.05  -0.08
O: -0.14 0.78 -0.55  -0.58
H: -4.47 -0.06 0.08  0.25
H: 3.99 -0.69 0.52  0.29
H: 2.60 -1.59 -0.18  0.29
H: -0.73 0.44 1.48  0.26
H: 2.95 1.27 0.13  0.29
H: 1.46 0.58 -0.34  0.34
H: -3.54 -1.49 -0.39  0.28
H: -0.60 1.03 -1.32  0.28

- HOMO-LUMO gap (eV) = 7.420
- HOMO energy (eV) = -12.65
- net charge = +1

=====

[3]
Formula: C6H10O
Source: OMol25
Level of theory: the ωB97M-V functional and the def2-TZVPD basis

Each line ends with the Mulliken charge.
CARTESIAN COORDINATES (ANGSTROEM)
C: 1.01 2.98 -0.55  -1.17
C: 0.98 1.47 -0.51  -0.27
C: -0.09 0.70 -0.44  -0.31
C: 0.05 -0.78 -0.32  -0.27
C: -0.77 -1.49 0.46  0.57
C: -0.55 -2.92 0.80  -1.14
O: -1.92 -0.98 0.99  -0.51
H: 1.91 3.32 -0.06  0.34
H: 1.00 3.32 -1.59  0.27
H: 0.14 3.40 -0.05  0.32
H: 1.98 1.04 -0.61  0.31
H: -1.08 1.10 -0.65  0.36
H: 0.92 -1.20 -0.80  0.27
H: -1.46 -3.48 0.64  0.33
H: -0.23 -3.10 1.82  0.27
H: 0.14 -3.32 0.07  0.31
H: -2.04 -0.04 0.79  0.33

- HOMO-LUMO gap (eV) = 9.007
- HOMO energy (eV) = -8.04
- structure (SMILES) = C/C=C/C=C(/C)O

=====

[4]
Formula: C3H6O4PS
Source: OMol25
Level of theory: the ωB97M-V functional and the def2-TZVPD basis

Each line ends with the Mulliken charge.
CARTESIAN COORDINATES (ANGSTROEM)
C: 2.13 1.47 -0.81  -0.69
O: 0.95 0.77 -0.62  -0.20
C: 0.12 1.19 0.32  0.58
O: 0.28 2.20 0.94  -0.56
P: -1.59 0.31 0.14  0.79
O: -2.27 -0.24 1.65  -0.80
O: -2.39 1.25 -0.65  -0.68
S: -1.09 -1.40 -0.98  -0.24
C: -0.89 -2.50 0.45  -0.70
H: 2.01 2.12 -1.82  0.19
H: 2.88 0.78 -0.92  0.25
H: 2.28 2.26 0.11  0.28
H: -0.83 -3.51 0.03  0.29
H: -1.73 -2.34 1.14  0.28
H: 0.14 -2.36 1.04  0.19

- HOMO-LUMO gap (eV) = 8.169
- HOMO energy (eV) = -4.90
- net charge = -1
- structure (SMILES) = COC(=O)[P@@](=O)([O-])SC

=====

[5]
Formula: C7H14NiO4
Source: OMol25
Level of theory: the ωB97M-V functional and the def2-TZVPD basis

Each line ends with the Mulliken spin population.
CARTESIAN COORDINATES (ANGSTROEM)
C: -0.01 -2.66 1.90  0.01
O: -1.28 -2.28 2.34  0.05
C: 0.72 -1.57 1.11  0.00
O: -0.08 -1.15 0.02  0.08
C: -0.43 0.27 -0.07  0.32
C: -1.59 0.45 -1.00  -0.02
O: -2.80 -0.12 -0.41  0.01
C: -3.98 0.05 -1.17  0.00
Ni: -2.04 -0.95 1.21  1.16
H: -0.07 -3.56 1.24  0.00
H: 0.65 -2.93 2.74  0.00
H: 1.67 -1.95 0.71  0.01
H: 0.95 -0.72 1.79  -0.01
H: -1.44 -0.05 -1.97  0.00
H: -1.79 1.52 -1.17  0.00
H: -4.81 -0.38 -0.59  0.00
H: -4.17 1.13 -1.33  0.00
H: -3.89 -0.46 -2.13  0.00
H: -0.12 1.12 0.55  -0.02
C: 1.61 3.10 -0.69  0.02
O: 2.01 1.74 -0.65  0.01
C: 1.28 0.81 -1.30  0.37
H: 2.46 3.70 -1.02  0.00
H: 0.75 3.24 -1.37  0.00
H: 1.31 3.42 0.32  0.00
H: 0.83 1.30 -2.20  0.01

- HOMO-LUMO gap (alpha / beta) (eV) = 7.908 / 6.292
- HOMO energy (alpha / beta) (eV) = -7.48 / -7.10
- multiplicity = 3

=====

[6]
Formula: C2H8NO2P
Source: OMol25
Level of theory: the ωB97M-V functional and the def2-TZVPD basis

Each line ends with the Mulliken charge.
CARTESIAN COORDINATES (ANGSTROEM)
C: 2.11 1.33 0.50  -0.89
C: -0.27 -1.78 -0.05  -0.96
N: -1.97 0.38 -0.74  -0.24
O: -1.58 -0.04 1.69  -0.71
O: -3.12 1.07 -0.24  -0.41
P: -0.76 -0.03 0.44  0.65
H: 2.90 1.25 1.29  0.26
H: 2.08 0.66 -0.29  0.38
H: 1.75 2.41 0.30  0.26
H: 0.25 -1.84 -1.02  0.33
H: 0.29 -2.37 0.74  0.30
H: -1.15 -2.27 -0.29  0.38
H: -1.76 0.88 -1.57  0.25
H: -3.06 0.72 0.74  0.41

- HOMO-LUMO gap (alpha / beta) (eV) = 8.080 / 7.767
- HOMO energy (alpha / beta) (eV) = -8.31 / -9.04

=====

How do the records compare in calculated total energy? In the order shown, they have -53005.16982 -7805.13752 -8430.43078 -31524.13406 -56711.14991 -17073.14324 eV.